Entry 1:
Here is a 4-piece molecular cluster, H8O4 overall at a distorted geometry from the Open Molecules 2025 dataset. Energies are from ωB97M-V/def2-TZVPD.

Geometry as XYZ:
```
12
H8O4 | the Open Molecules 2025 dataset | ωB97M-V/def2-TZVPD
O -0.40 1.68 -1.02
H -0.86 0.91 -0.74
H 0.51 1.50 -1.24
O 0.91 0.10 2.14
H 0.94 1.05 2.11
H 1.42 -0.02 1.30
O 0.83 -1.11 -1.77
H 1.03 -1.18 -0.85
H -0.08 -0.94 -1.82
O -1.40 -0.64 0.23
H -0.84 -0.31 0.96
H -2.08 -1.06 0.71
```

Properties
LUMO level: 0.254 eV
energy relative to the best compared isomer or geometry (same formula, charge and spin): 0.937 eV
HOMO-LUMO gap: 0.424 Eh
SMILES: O.O.O.O
E_HOMO: -11.29 eV


Entry 2:
Here is a 4-piece molecular cluster, H8O4 overall at a distorted geometry from the Open Molecules 2025 dataset. Energies are from ωB97M-V/def2-TZVPD.

Geometry as XYZ:
```
12
H8O4 | the Open Molecules 2025 dataset | ωB97M-V/def2-TZVPD
O 0.13 -2.63 -0.34
H -0.06 -1.73 -0.13
H -0.06 -2.82 -1.26
O 1.80 0.71 1.18
H 1.68 1.65 1.14
H 1.88 0.47 0.30
O -0.73 -0.10 0.57
H 0.12 0.13 1.01
H -1.07 -0.65 1.24
O -0.94 1.77 -1.36
H -0.99 1.16 -0.62
H -1.76 2.05 -1.73
```

Properties
LUMO level: 0.560 eV
energy relative to the best compared isomer or geometry (same formula, charge and spin): 0.881 eV
HOMO-LUMO gap: 0.428 Eh
SMILES: O.O.O.O
E_HOMO: -11.09 eV


Entry 3:
Here is a 4-piece molecular cluster, H8O4 overall at a distorted geometry from the Open Molecules 2025 dataset. Energies are from ωB97M-V/def2-TZVPD.

Geometry as XYZ:
```
12
H8O4 | the Open Molecules 2025 dataset | ωB97M-V/def2-TZVPD
H 0.99 -0.04 -1.70
H 0.58 -1.35 -2.35
H -0.05 -2.03 1.07
H -1.16 -1.09 0.64
H -2.94 3.30 -1.01
H -1.97 2.24 -0.54
H 1.80 -1.53 2.07
H 0.80 -0.81 2.97
O 1.35 -0.88 -2.02
O -0.27 -1.09 1.00
O -2.14 2.84 -1.27
O 1.31 -0.70 2.15
```

Properties
LUMO level: 0.388 eV
energy relative to the best compared isomer or geometry (same formula, charge and spin): 2.604 eV
HOMO-LUMO gap: 0.374 Eh
SMILES: O.O.O.O
E_HOMO: -9.79 eV


Entry 4:
Here is H8O4Tl as an isolated structure at a distorted geometry from the Open Molecules 2025 dataset. Energies are from ωB97M-V/def2-TZVPD.

Geometry as XYZ:
```
13
H8O4Tl | the Open Molecules 2025 dataset | ωB97M-V/def2-TZVPD
Tl -1.21 1.23 1.01
O -1.50 1.98 5.98
H -1.11 1.32 6.54
H -1.99 2.55 6.58
O -1.58 -0.05 -3.91
H -1.68 0.49 -4.69
H -1.59 -0.95 -4.23
O 0.12 -3.36 -0.18
H 0.36 -4.19 0.22
H 0.53 -3.38 -1.04
O 2.92 1.41 -1.84
H 3.76 0.95 -1.86
H 2.96 2.01 -2.58
```

Properties
charge: +3
LUMO level: -19.882 eV
energy relative to the best compared isomer or geometry (same formula, charge and spin): 1.692 eV
HOMO-LUMO gap: 0.058 Eh
E_HOMO: -21.45 eV


Entry 5:
Here is H8O4Tl as an isolated structure at a distorted geometry from the Open Molecules 2025 dataset. Energies are from ωB97M-V/def2-TZVPD.

Geometry as XYZ:
```
13
H8O4Tl | the Open Molecules 2025 dataset | ωB97M-V/def2-TZVPD
Tl 1.59 0.72 0.68
O 1.33 -1.15 -1.48
H 1.77 -2.04 -1.53
H 0.67 -1.15 -2.21
O 0.38 -1.93 1.13
H -0.56 -2.13 0.94
H 0.69 -2.72 1.64
O -0.21 2.93 0.64
H -1.16 2.74 0.47
H -0.19 3.81 1.11
O -1.13 0.52 -0.32
H -1.64 0.68 -1.14
H -1.52 -0.28 0.06
```

Properties
charge: +3
LUMO level: -21.090 eV
energy relative to the best compared isomer or geometry (same formula, charge and spin): 2.596 eV
HOMO-LUMO gap: 0.151 Eh
E_HOMO: -25.19 eV


Entry 6:
Here is a 2-piece molecular cluster, H9N3Si2 overall at a distorted geometry from the Open Molecules 2025 dataset. Energies are from ωB97M-V/def2-TZVPD.

Geometry as XYZ:
```
14
H9N3Si2 | the Open Molecules 2025 dataset | ωB97M-V/def2-TZVPD
N -2.64 0.70 -1.31
N -2.13 -0.39 1.43
N 0.92 0.42 1.04
Si 2.09 0.23 -0.26
Si -2.13 -0.43 -0.30
H -2.46 0.81 -2.32
H -0.02 0.30 0.83
H -2.72 0.17 1.94
H -1.31 -0.84 1.93
H 0.97 1.07 1.73
H 2.86 1.39 -0.64
H 1.44 -0.42 -1.39
H 2.89 -0.81 0.38
H -1.56 -1.93 -0.57
```

Properties
LUMO level: 0.664 eV
energy relative to the best compared isomer or geometry (same formula, charge and spin): 3.113 eV
HOMO-LUMO gap: 0.370 Eh
SMILES: [H]/N=[SiH]/N.N[SiH3]
E_HOMO: -9.41 eV


Entry 7:
Here is a 4-piece molecular cluster, H9NO3 overall at a distorted geometry from the Open Molecules 2025 dataset. Energies are from ωB97M-V/def2-TZVPD.

Geometry as XYZ:
```
13
H9NO3 | the Open Molecules 2025 dataset | ωB97M-V/def2-TZVPD
N 4.70 0.92 -1.95
H 4.54 0.82 -2.93
H 5.33 1.70 -1.83
H 5.10 0.13 -1.47
H -6.10 1.19 -0.01
H -5.05 1.71 0.89
O -5.32 0.89 0.47
H 3.33 0.72 -0.03
H 2.56 1.19 1.19
O 3.45 0.90 0.92
H -4.20 -3.29 0.81
H -3.82 -3.32 2.29
O -4.52 -3.56 1.67
```

Properties
LUMO level: 0.927 eV
energy relative to the best compared isomer or geometry (same formula, charge and spin): 0.638 eV
HOMO-LUMO gap: 0.414 Eh
SMILES: N.O.O.O
E_HOMO: -10.35 eV


Entry 8:
Here is H9O4 as an isolated structure at a distorted geometry from the Open Molecules 2025 dataset. Energies are from ωB97M-V/def2-TZVPD.

Geometry as XYZ:
```
13
H9O4 | the Open Molecules 2025 dataset | ωB97M-V/def2-TZVPD
O 0.35 -1.10 0.66
H 0.34 -0.57 1.51
H -0.36 -0.33 0.08
H -0.44 -1.63 0.94
O 0.98 1.20 2.83
H 1.77 1.83 2.73
H 1.20 0.66 3.64
O -0.19 -0.44 -2.92
H 0.29 -1.12 -3.37
H 0.33 0.36 -3.20
O -1.16 0.38 -0.59
H -2.11 0.22 -0.54
H -0.85 0.27 -1.61
```

Properties
charge: +1
LUMO level: -3.655 eV
energy relative to the best compared isomer or geometry (same formula, charge and spin): 1.432 eV
HOMO-LUMO gap: 0.435 Eh
E_HOMO: -15.50 eV


Entry 9:
Here is a 5-piece molecular cluster, H9O4S overall at a distorted geometry from the Open Molecules 2025 dataset. Energies are from ωB97M-V/def2-TZVPD.

Geometry as XYZ:
```
14
H9O4S | the Open Molecules 2025 dataset | ωB97M-V/def2-TZVPD
S 0.32 -0.19 -0.10
H -0.92 -0.39 -0.62
H -0.79 -1.00 2.61
H 0.26 -1.45 1.75
O -0.12 -1.68 2.64
H 1.44 1.97 -0.15
H 0.56 2.63 -1.15
O 1.12 2.83 -0.42
H -3.20 -0.33 0.81
H -2.71 -1.80 0.65
O -3.29 -1.20 1.13
H 2.66 0.94 -2.37
H 1.93 -0.35 -2.20
O 2.74 0.02 -2.57
```

Properties
charge: -1
LUMO level: 3.792 eV
energy relative to the best compared isomer or geometry (same formula, charge and spin): 0.851 eV
HOMO-LUMO gap: 0.289 Eh
E_HOMO: -4.08 eV


Entry 10:
Here is H9O5 as an isolated structure at a distorted geometry from the Open Molecules 2025 dataset. Energies are from ωB97M-V/def2-TZVPD.

Geometry as XYZ:
```
14
H9O5 | the Open Molecules 2025 dataset | ωB97M-V/def2-TZVPD
O -0.58 1.26 0.56
H -1.35 1.29 -0.03
O 0.19 4.10 -1.44
H 0.23 4.26 -0.51
H -0.22 3.25 -1.45
O -0.38 -0.76 1.66
H 0.16 -0.46 2.42
H -0.58 0.34 1.17
O -1.31 -3.34 2.10
H -1.41 -3.65 1.16
H -1.10 -2.39 1.97
O 2.42 -1.10 -2.75
H 2.00 -2.00 -2.84
H 1.96 -0.79 -2.01
```

Properties
charge: -1
LUMO level: 3.610 eV
energy relative to the best compared isomer or geometry (same formula, charge and spin): 1.192 eV
HOMO-LUMO gap: 0.298 Eh
E_HOMO: -4.51 eV


Entry 11:
Here is an isolated ion of composition HI3OP and charge +1 from the Open Molecules 2025 dataset. Energies are from ωB97M-V/def2-TZVPD.

Geometry as XYZ:
```
6
HI3OP | the Open Molecules 2025 dataset | ωB97M-V/def2-TZVPD
O 1.23 -0.17 -0.36
P -0.31 -0.07 0.03
I -0.52 -2.07 1.21
I -1.64 -0.27 -1.94
I -0.47 1.92 1.36
H 1.71 0.66 -0.29
```

Properties
charge: +1
LUMO level: -6.321 eV
energy relative to the best compared isomer or geometry (same formula, charge and spin): 0.000 eV
HOMO-LUMO gap: 0.295 Eh
E_HOMO: -14.36 eV


Entry 12:
Here is a 2-piece molecular cluster, HI3Si overall at a distorted geometry from the Open Molecules 2025 dataset. Energies are from ωB97M-V/def2-TZVPD.

Geometry as XYZ:
```
5
HI3Si | the Open Molecules 2025 dataset | ωB97M-V/def2-TZVPD
Si 0.48 0.06 0.04
I 1.51 0.58 -2.12
I 0.32 1.98 1.53
I -3.39 -1.51 -0.09
H 1.09 -1.11 0.64
```

Properties
2S+1: 3
LUMO level (alpha / beta): 0.011 / -3.493 eV
expectation value of S²: 2.006
HOMO-LUMO gap (alpha / beta): 0.286 / 0.233 Eh
E_HOMO (alpha / beta): -7.77 / -9.84 eV


Entry 13:
Here is one molecule with the formula HIN3P at a distorted geometry from the Open Molecules 2025 dataset. Energies are from ωB97M-V/def2-TZVPD.

Geometry as XYZ:
```
6
HIN3P | the Open Molecules 2025 dataset | ωB97M-V/def2-TZVPD
N 0.46 -0.42 -0.32
N -0.48 -0.79 -0.96
N -0.83 -1.14 -2.01
P -1.66 -1.82 -3.27
I -2.46 0.21 -4.41
H 0.39 -0.02 0.63
```

Properties
2S+1: 3
LUMO level (alpha / beta): -0.374 / -2.065 eV
expectation value of S²: 2.006
energy relative to the best compared isomer or geometry (same formula, charge and spin): 0.000 eV
HOMO-LUMO gap (alpha / beta): 0.228 / 0.275 Eh
E_HOMO (alpha / beta): -6.58 / -9.55 eV


Entry 14:
Here is HIP2S as an isolated structure at a distorted geometry from the Open Molecules 2025 dataset. Energies are from ωB97M-V/def2-TZVPD.

Geometry as XYZ:
```
5
HIP2S | the Open Molecules 2025 dataset | ωB97M-V/def2-TZVPD
P -0.44 -0.46 -0.48
P -1.42 -2.64 -1.77
S -2.27 -1.23 -0.59
I -2.81 -2.36 -3.70
H -0.06 -0.19 0.86
```

Properties
LUMO level (alpha / beta): -1.617 / -1.655 eV
energy relative to the best compared isomer or geometry (same formula, charge and spin): 1.550 eV
HOMO-LUMO gap (alpha / beta): 0.245 / 0.246 Eh
E_HOMO (alpha / beta): -8.28 / -8.36 eV


Entry 15:
Here is an isolated ion of composition HN2O3S and charge -1 at a distorted geometry from the Open Molecules 2025 dataset. Energies are from ωB97M-V/def2-TZVPD.

Geometry as XYZ:
```
7
HN2O3S | the Open Molecules 2025 dataset | ωB97M-V/def2-TZVPD
N -0.62 -1.22 0.01
N -1.14 0.39 -0.12
O -0.37 1.18 0.27
O -2.23 0.50 -0.66
O 0.49 -1.08 0.56
S 2.02 -0.41 -0.35
H 1.85 0.64 0.30
```

Properties
charge: -1
LUMO level (alpha / beta): 3.819 / 3.820 eV
energy relative to the best compared isomer or geometry (same formula, charge and spin): 7.333 eV
HOMO-LUMO gap (alpha / beta): 0.253 / 0.253 Eh
SMILES: [O-][N+]([O-])=NOS
E_HOMO (alpha / beta): -3.07 / -3.07 eV


Entry 16:
Here is an isolated ion of composition HN2O4 and charge -1 at a distorted geometry from the Open Molecules 2025 dataset. Energies are from ωB97M-V/def2-TZVPD.

Geometry as XYZ:
```
7
HN2O4 | the Open Molecules 2025 dataset | ωB97M-V/def2-TZVPD
N -1.27 -0.30 -0.25
N 1.24 0.06 0.17
O -1.99 -0.78 0.68
O 0.78 1.15 0.53
O 2.36 -0.05 -0.29
O -0.06 -0.76 -0.54
H -1.05 0.67 -0.30
```

Properties
charge: -1
LUMO level (alpha / beta): 4.564 / 4.549 eV
energy relative to the best compared isomer or geometry (same formula, charge and spin): 2.508 eV
HOMO-LUMO gap (alpha / beta): 0.282 / 0.299 Eh
E_HOMO (alpha / beta): -3.11 / -3.58 eV


Entry 17:
Here is a 2-piece molecular cluster, HN2O4 overall at a distorted geometry from the Open Molecules 2025 dataset. Energies are from ωB97M-V/def2-TZVPD.

Geometry as XYZ:
```
7
HN2O4 | the Open Molecules 2025 dataset | ωB97M-V/def2-TZVPD
N -4.34 0.13 -0.14
N -2.07 -0.91 -0.23
O -1.89 -2.06 -0.27
O 0.21 -0.50 0.13
O -4.35 1.17 0.22
O -1.08 -0.07 0.06
H 0.90 -0.28 -0.55
```

Properties
charge: +1
LUMO level: -8.904 eV
energy relative to the best compared isomer or geometry (same formula, charge and spin): 0.308 eV
HOMO-LUMO gap: 0.245 Eh
E_HOMO: -15.57 eV


Entry 18:
Here is a 2-piece molecular cluster, HN2O4S overall at a distorted geometry from the Open Molecules 2025 dataset. Energies are from ωB97M-V/def2-TZVPD.

Geometry as XYZ:
```
8
HN2O4S | the Open Molecules 2025 dataset | ωB97M-V/def2-TZVPD
N -0.26 -0.48 2.94
N -0.98 -0.19 3.75
O -1.18 1.32 -1.29
O 0.60 -0.72 2.24
O -0.70 1.43 1.14
O -1.55 -0.63 0.32
S -0.82 0.61 -0.03
H 0.36 0.05 -0.43
```

Properties
charge: -1
LUMO level: 3.979 eV
energy relative to the best compared isomer or geometry (same formula, charge and spin): 0.088 eV
HOMO-LUMO gap: 0.329 Eh
E_HOMO: -4.99 eV


Entry 19:
Here is an isolated ion of composition HN2O4S2 and charge -1 at a distorted geometry from the Open Molecules 2025 dataset. Energies are from ωB97M-V/def2-TZVPD.

Geometry as XYZ:
```
9
HN2O4S2 | the Open Molecules 2025 dataset | ωB97M-V/def2-TZVPD
N 0.86 1.37 1.00
N 0.47 1.06 -0.22
O 0.64 -2.09 -0.21
O 0.01 1.95 1.69
O -0.67 -0.77 -1.73
O 1.42 0.26 -1.01
S 1.66 -1.87 -2.95
S 0.64 -1.29 -1.39
H -0.52 1.17 -0.60
```

Properties
charge: -1
LUMO level: 3.463 eV
energy relative to the best compared isomer or geometry (same formula, charge and spin): 2.014 eV
HOMO-LUMO gap: 0.312 Eh
SMILES: O=NNOS(=O)(=O)[S-]
E_HOMO: -5.04 eV


Entry 20:
Here is a 2-piece molecular cluster, HN2O5 overall at a distorted geometry from the Open Molecules 2025 dataset. Energies are from ωB97M-V/def2-TZVPD.

Geometry as XYZ:
```
8
HN2O5 | the Open Molecules 2025 dataset | ωB97M-V/def2-TZVPD
N -1.56 -0.48 -0.56
N 1.58 0.52 0.59
O -1.97 0.30 -1.42
O 0.72 1.34 1.01
O 2.76 0.74 0.70
O -1.94 -1.61 -0.45
O 1.11 -0.54 0.07
H -0.71 -0.27 0.06
```

Properties
charge: -1
LUMO level: 4.207 eV
energy relative to the best compared isomer or geometry (same formula, charge and spin): 0.163 eV
HOMO-LUMO gap: 0.343 Eh
E_HOMO: -5.12 eV